Record 1
Computed, not measured: a molecular structure, C11H30BrN2O4Sr, with ωB97M-V/def2-TZVPD.

XYZ file:
```
49
Properties=species:S:1:pos:R:3:forces:R:3
Sr 34.5858 -6.1381 23.5566 1.053 0.548 -1.263
Br 36.2346 -5.6182 21.2099 -0.990 -0.517 1.297
C 41.5830 -1.4809 21.3103 1.466 -0.194 0.077
O 40.3104 -1.6575 21.8378 -0.541 -0.085 0.291
C 40.0929 -2.9817 22.3160 -0.110 0.437 -0.906
C 38.5974 -3.1735 22.5320 -0.103 0.027 0.155
N 38.0893 -2.9470 23.8720 -0.265 0.338 0.538
C 38.4523 -1.6371 24.4309 0.155 -0.356 0.249
C 37.5579 -1.3017 25.6045 0.653 1.052 -0.598
O 37.8532 -2.1872 26.6542 -0.441 -0.134 0.047
C 37.2833 -1.7990 27.8948 0.564 -0.537 -0.052
H 41.8672 -2.2369 20.5594 -0.436 0.093 -0.108
H 42.3810 -1.5705 22.0718 -0.311 0.133 0.074
H 41.6726 -0.4934 20.8657 -0.230 0.034 -0.022
H 40.6879 -3.1460 23.2206 0.007 -0.234 0.011
H 40.4145 -3.6493 21.5024 0.147 -0.237 0.337
H 38.2779 -4.1682 22.2367 0.260 -0.170 -0.034
H 38.0647 -2.4912 21.8650 0.151 0.033 -0.107
H 38.4254 -3.6305 24.5400 0.117 -0.186 -0.218
H 38.4096 -0.8713 23.6576 -0.257 -0.018 -0.039
H 39.4869 -1.6392 24.8021 -0.012 0.060 -0.100
H 36.5238 -1.2731 25.2327 -0.184 -0.435 0.489
H 37.8033 -0.2781 25.9278 -0.096 -0.038 0.000
H 36.2296 -2.0819 27.9335 -0.141 0.292 0.092
H 37.4486 -0.7388 28.0966 -0.256 0.088 -0.118
H 37.8297 -2.3541 28.6581 -0.152 -0.040 0.030
C 35.7440 -6.5176 17.5994 -0.017 0.234 0.516
O 34.7065 -6.9366 18.4848 -0.075 -0.136 -0.179
H 35.3737 -6.5931 16.5829 -0.030 -0.119 -0.036
H 36.0118 -5.4714 17.7931 0.026 -0.029 -0.078
H 36.6392 -7.1292 17.7298 0.007 -0.052 -0.187
H 35.0771 -6.9806 19.3717 0.069 0.109 -0.107
C 37.6471 -1.9053 16.8623 -0.937 -0.259 -0.330
C 38.1480 -2.7685 18.0021 -0.582 -0.488 0.054
C 39.5128 -2.3556 18.5035 0.486 0.083 1.224
O 40.5954 -2.9253 17.7970 -0.340 0.266 -0.475
C 40.7688 -4.2950 18.0452 0.662 -0.011 0.508
N 37.1674 -2.7931 19.1290 -0.057 -0.049 -0.660
H 36.7162 -2.3283 16.4546 0.108 -0.063 0.142
H 38.3268 -1.9065 16.0119 0.281 0.239 0.201
H 37.3682 -0.8956 17.1683 0.428 0.085 0.093
H 38.2059 -3.7924 17.6137 0.304 0.072 -0.155
H 39.6290 -2.5951 19.5761 -0.264 -0.269 -0.183
H 39.6288 -1.2694 18.5076 0.025 0.003 -0.440
H 41.1249 -4.4585 19.0772 -0.165 0.042 -0.029
H 41.5729 -4.6287 17.3919 -0.179 -0.124 -0.137
H 39.8714 -4.9008 17.9039 -0.024 0.026 -0.190
H 37.2698 -3.6840 19.6084 0.276 0.179 0.194
H 36.2552 -2.9067 18.6874 -0.052 0.308 0.135
```
Positions in Å, forces in eV/Å.

Results
LUMO in eV: -6.103
HOMO-LUMO gap in eV: 4.9
Charge: +1

***

Record 2
Computed, not measured: a molecular structure, C10H19HgNSi, with ωB97M-V/def2-TZVPD.

XYZ file:
```
32
Properties=species:S:1:pos:R:3:forces:R:3
C -2.6052 -1.3787 -2.0615 0.503 -0.190 0.612
C -3.0448 -1.5869 -0.7183 0.778 -0.402 -0.247
C -1.9972 -2.2612 -0.0063 -0.084 0.128 -1.339
C -0.9142 -2.4545 -0.9171 -0.655 -0.109 -0.030
C -1.2782 -1.9054 -2.1809 -0.614 -0.178 0.539
Hg -1.1123 0.9929 0.6746 0.725 -2.110 -0.627
N 0.4879 0.2245 -0.3664 1.042 0.956 0.956
C -2.5147 2.5806 1.0790 0.121 3.472 -1.002
C -3.0356 1.3446 1.5585 -0.384 -1.828 1.494
H -2.0283 -2.5555 1.0372 0.076 0.115 -0.096
H -4.0068 -1.2865 -0.3018 0.237 -0.025 -0.101
H 0.0487 -2.9242 -0.6717 -0.425 0.316 -0.110
H -0.6563 -1.8795 -3.0808 -0.154 0.021 0.289
H -3.1686 -0.8613 -2.8393 0.129 -0.114 0.125
H -3.9215 0.9407 1.0560 0.513 -0.220 0.294
H -2.9258 3.0436 0.1703 -0.005 0.041 0.622
H 0.5172 0.7013 -1.2901 -0.111 -0.461 0.453
H -2.8725 1.0580 2.6036 -0.784 0.413 -0.325
H -1.8756 3.1941 1.7296 -0.478 0.123 -0.168
C 2.2578 2.2585 0.7082 0.734 0.805 -0.555
Si 2.1734 0.4418 0.1388 -1.923 -0.871 0.083
C 2.6835 -0.8558 -1.1473 0.995 0.064 -1.177
C 3.4446 -0.2060 1.4457 -0.478 -0.021 0.540
H 1.4778 2.9432 0.3451 0.143 -0.459 -0.315
H 3.2396 2.6926 0.4200 -0.242 0.094 0.619
H 2.1051 2.2542 1.8100 0.431 -0.184 -0.508
H 3.7179 -0.8395 -1.4983 0.278 0.037 -0.161
H 2.5584 -1.8598 -0.7019 -0.186 0.572 0.252
H 2.0157 -0.8490 -2.0146 0.134 0.086 0.090
H 4.4295 -0.0176 0.9723 -0.363 -0.014 0.096
H 3.4219 0.3343 2.4066 0.025 -0.224 -0.265
H 3.3786 -1.2835 1.6408 0.022 0.169 -0.037
```
Positions in Å, forces in eV/Å.

Results
LUMO (spin up / spin down) in eV: 5.371 / 5.577
HOMO-LUMO gap (spin up / spin down) in eV: 3.2 / 2.6
Charge: -2

***

Record 3
Computed, not measured: 2 unconnected molecules or ions with the total composition C5H4, with ωB97M-V/def2-TZVPD.

XYZ file:
```
9
Properties=species:S:1:pos:R:3:forces:R:3
C -1.7987 -0.2729 0.0200 -0.385 -0.297 0.035
C -0.3550 -0.2893 0.0502 -0.787 1.175 -0.097
C 0.6971 0.2922 0.0201 0.182 0.069 -0.004
C 1.9202 0.8416 -0.0323 2.243 -1.470 -0.003
C 3.1645 1.1930 -0.0810 -0.826 -0.679 0.050
H -2.2115 -0.8698 0.8230 -0.325 -0.141 0.050
H -2.1750 -0.6050 -0.9449 -0.156 -0.106 0.040
H -2.0820 0.7785 0.1676 -0.090 -0.323 -0.018
H 2.8404 -1.0684 -0.0227 0.145 1.771 -0.052
```
Positions in Å, forces in eV/Å.

Results
LUMO (spin up / spin down) in eV: -1.203 / -2.663
HOMO-LUMO gap (spin up / spin down) in eV: 8.3 / 6.6
Charge: 0

***

The calculation returns the following energy relative to the best compared isomer or geometry (same formula, charge and spin) values, one per record and in order: 0.00 337.22 548.03 kJ/mol.